1.
The following is a DFT calculation (ωB97M-V with the def2-TZVPD basis set) of C14H30IrO7S as an isolated structure.

The geometry in XYZ format:
```
53
Properties=species:S:1:pos:R:3:forces:R:3:mulliken_spin:R:1
Ir -0.23738 -0.27306 -0.20419 0.1 -0.1 -0.2 0.61
C 0.82231 -2.94829 0.10501 -0.1 0.0 0.1 0.00
C 1.58336 -2.46390 -1.11058 -0.1 0.0 -0.1 0.01
O 1.36364 -0.99383 -1.16955 0.0 0.1 0.2 0.00
C 1.54730 -0.28623 -2.45199 -0.1 -0.1 0.0 0.01
C 1.55156 1.16877 -2.07646 0.0 0.1 0.0 0.00
O 0.35092 1.44962 -1.24898 0.1 -0.1 0.0 0.03
C 0.43361 2.82031 -0.67123 -0.1 0.0 0.1 0.01
C -0.58922 2.90845 0.42706 0.0 0.1 -0.1 -0.01
O -0.29927 1.78010 1.25964 0.0 -0.2 0.0 0.21
C -1.22087 1.44972 2.31493 0.1 0.0 0.1 -0.01
C -2.52180 0.95094 1.72504 0.0 0.0 -0.2 0.01
O -2.17879 0.33144 0.42397 0.0 0.0 -0.2 0.03
C -3.13821 0.69720 -0.65064 0.1 -0.1 0.1 0.00
C -2.47728 0.38393 -1.98219 0.0 0.1 0.0 0.01
O -1.55719 -0.73849 -1.76093 -0.1 0.0 0.1 0.01
C -2.34324 -1.96109 -1.44007 0.0 0.1 0.0 -0.01
C -1.40881 -2.97869 -0.87193 0.0 0.0 0.0 0.00
O -0.50685 -2.29052 0.09431 0.0 0.0 -0.1 0.03
H 1.27919 -2.66319 1.04360 0.0 0.0 0.0 0.00
H 0.65612 -4.02547 0.08817 0.1 0.0 0.0 0.00
H 1.22725 -2.87766 -2.05401 0.0 0.0 0.0 0.00
H 2.65517 -2.63603 -1.01821 0.0 0.0 0.0 0.00
H 0.73207 -0.56874 -3.11920 0.0 0.0 0.0 0.00
H 2.50540 -0.59127 -2.87529 0.0 0.0 0.0 0.00
H 1.49873 1.80669 -2.95990 0.0 0.0 0.0 0.00
H 2.42958 1.42664 -1.48359 0.0 0.0 0.0 0.00
H 0.24632 3.51712 -1.48789 0.0 0.0 0.0 0.00
H 1.44369 2.95007 -0.28464 0.0 0.0 0.0 0.00
H -1.61223 2.87430 0.05081 0.0 0.0 0.0 0.00
H -0.45793 3.83543 0.99350 0.0 0.0 0.0 0.01
H -1.39385 2.31817 2.95603 0.0 0.0 0.0 0.02
H -0.72541 0.67235 2.89229 0.0 0.0 0.0 0.00
H -3.22701 1.75176 1.51203 0.0 0.0 0.0 0.00
H -3.00544 0.20130 2.34862 0.0 0.0 0.0 0.00
H -3.36911 1.75881 -0.58043 0.0 0.0 0.0 0.00
H -4.04850 0.13085 -0.45886 0.0 0.0 0.0 0.00
H -1.86228 1.19379 -2.36280 0.0 0.0 0.0 0.00
H -3.20132 0.09322 -2.74392 0.0 0.0 0.0 0.00
H -2.78794 -2.30415 -2.37509 0.0 0.0 0.0 0.00
H -3.12043 -1.69709 -0.72674 0.0 0.0 0.0 0.00
H -0.79237 -3.44641 -1.63535 0.0 0.0 0.0 0.00
H -1.95242 -3.74303 -0.31566 0.0 0.0 0.0 0.00
C 2.23335 1.05298 3.23955 0.0 0.0 0.0 0.00
S 2.36509 0.48337 1.55431 -0.1 0.0 0.0 0.00
C 3.64030 -0.74900 1.74434 0.0 0.0 0.0 0.00
O 1.03838 -0.39915 1.33571 0.0 0.1 0.3 0.03
H 1.96936 0.21832 3.88911 0.0 0.0 0.0 0.00
H 1.51084 1.86300 3.28672 0.0 0.0 0.0 0.00
H 3.22223 1.44252 3.49935 0.0 0.0 0.0 0.00
H 4.54656 -0.20432 2.02567 0.0 0.0 0.0 0.00
H 3.81240 -1.23245 0.78503 0.0 0.0 0.0 0.00
H 3.37042 -1.45909 2.52554 0.0 0.0 0.0 0.00
```
Forces are in eV/Å.

The spin multiplicity is 2. As for the expectation value of S²: 0.754. The value obtained for the HOMO-LUMO gap (alpha / beta) is 0.3281 / 0.2505 hartree. The total charge is +4. As for the HOMO energy (alpha / beta): -23.8 / -23.8 eV. The value obtained for the total energy is -42962.10878 eV. As for the energy above the lowest of the compared OMol25 structures with the same formula, charge and spin: 0.0 kJ/mol.

---

2.
The following is a DFT calculation (ωB97M-V with the def2-TZVPD basis set) of C6H7NO2 in the gas phase at a distorted geometry.

The geometry in XYZ format:
```
16
Properties=species:S:1:pos:R:3:forces:R:3:lowdin_charge:R:1
C 0.76723 1.84027 1.20788 -3.2 4.0 0.8 0.03
C -0.52632 1.33267 1.12622 10.1 -3.3 -4.6 -0.05
C -0.64049 0.04518 0.43059 0.8 0.5 0.0 -0.15
C 0.21472 -0.42006 -0.44823 3.5 1.3 -6.7 -0.30
N 1.20312 0.25057 -1.24130 -1.5 5.4 1.0 0.05
C -0.02128 -1.73924 -1.10526 -1.2 -2.0 5.4 0.02
O -1.13392 -2.05595 -0.09416 -1.5 -3.7 -0.5 0.01
C -1.46831 -1.09836 0.72094 -1.1 2.5 6.8 -0.39
O -2.10655 -1.02366 1.88615 1.7 -2.0 -6.0 0.00
H 0.74755 2.99883 1.61619 0.6 -3.2 -0.6 0.11
H 1.69537 1.48602 0.72687 -1.0 0.0 0.4 0.05
H -1.30825 1.47756 1.60519 -6.9 2.9 4.6 0.02
H 1.45133 -0.09564 -2.16354 -0.5 -0.3 0.4 0.07
H 0.86211 1.42293 -1.36017 1.6 -4.5 0.5 0.21
H 0.82670 -2.56591 -0.87982 -2.0 2.0 -0.8 0.19
H -0.56302 -1.85522 -2.02755 0.5 0.5 -0.7 0.13
```
Forces are in eV/Å.

The structure (SMILES) is C=CC1=C(N)COC1=O. The value obtained for the HOMO-LUMO gap is 0.3241 hartree. As for the HOMO energy: -8.7 eV. The value obtained for the total energy is -11915.59819 eV. As for the energy above the lowest of the compared OMol25 structures with the same formula, charge and spin: 466.3 kJ/mol.

---

3.
The following is a DFT calculation (ωB97M-V with the def2-TZVPD basis set) of a 5-piece molecular cluster, C61H47BIO12P2S overall.

The geometry in XYZ format:
```
125
Properties=species:S:1:pos:R:3:forces:R:3:lowdin_charge:R:1
C -1.74991 9.19796 -3.18385 0.0 0.1 0.0 -0.08
C -2.45369 8.85246 -4.51999 0.0 0.1 0.2 -0.16
B -2.96348 7.39779 -4.66545 -0.2 0.0 0.0 -0.53
O -4.25901 7.02739 -4.77388 0.3 0.2 -0.3 0.12
P -1.75659 5.76878 -4.69313 0.0 0.2 0.0 0.70
S -2.64237 4.34866 -5.90070 -0.1 -0.1 -0.1 0.59
C -0.08937 6.01044 -5.35404 0.1 -0.1 0.0 -0.33
C 0.76191 6.88731 -4.40567 0.0 -0.1 0.0 -0.37
C 1.97736 6.12467 -3.90910 0.0 0.0 -0.1 -0.67
I 2.90337 7.16436 -2.30053 0.0 0.1 0.1 0.85
P -1.73753 4.83907 -2.69406 0.0 -0.1 -0.2 0.31
O -3.07948 4.32832 -2.44477 0.0 0.1 0.1 -0.26
O -1.22050 6.03441 -1.78907 0.1 -0.1 0.0 -0.13
O -0.55616 3.80296 -2.84418 -0.2 0.1 0.5 -0.13
H -0.67492 9.04290 -3.22940 0.0 -0.1 0.0 0.06
H -1.90087 10.25342 -2.96699 0.0 0.0 0.0 0.08
H -2.15377 8.63808 -2.34137 0.0 0.0 0.0 0.07
H -1.79738 9.11766 -5.35685 0.0 -0.1 0.0 0.12
H -3.34236 9.47923 -4.62354 0.0 0.0 0.0 0.11
H -4.63496 6.83862 -5.64252 -0.2 -0.1 0.2 0.13
H -3.78560 4.37853 -5.19130 0.0 0.0 0.1 -0.13
H 0.35271 5.01750 -5.47138 0.0 0.0 0.0 0.10
H -0.19090 6.43255 -6.35493 0.0 0.0 0.0 0.10
H 1.07097 7.79412 -4.92326 0.0 0.0 0.1 0.12
H 0.17467 7.19061 -3.53980 0.0 0.1 0.0 0.03
H 2.72481 5.99564 -4.68797 0.0 0.0 0.0 0.04
H 1.70768 5.14745 -3.51570 0.0 0.0 0.0 0.04
H -0.70032 5.78653 -1.00823 0.0 0.1 -0.1 0.11
H -0.57817 3.11777 -2.13964 0.4 -0.3 -0.2 0.08
C 4.82805 0.59540 -8.70082 0.0 0.0 0.0 -0.05
C 5.67981 -0.41238 -8.26319 0.0 0.0 0.0 -0.05
C 6.17529 -0.39291 -6.96995 0.0 0.0 0.0 0.00
C 5.82699 0.64064 -6.10964 0.0 0.0 0.0 -0.09
C 4.97792 1.66034 -6.55193 0.0 0.0 0.0 -0.09
C 4.47706 1.62849 -7.84829 0.0 0.0 0.0 0.00
C 4.59999 2.79090 -5.65852 0.0 0.0 0.0 -0.28
O 3.83279 3.66257 -6.02286 0.0 0.0 0.0 0.08
C 5.18520 2.80780 -4.28846 0.0 0.1 0.0 -0.08
C 4.88711 3.87110 -3.44526 0.0 0.0 0.1 -0.01
C 5.38865 3.90452 -2.15649 0.0 0.0 0.0 -0.06
C 6.19251 2.86582 -1.69894 0.0 0.0 0.0 -0.04
C 6.49904 1.80561 -2.53430 0.0 0.0 0.0 0.01
C 6.00545 1.77670 -3.83360 0.0 0.0 0.0 -0.09
C 6.36002 0.62797 -4.71581 0.0 0.0 0.0 -0.29
O 7.03976 -0.28700 -4.30686 0.0 0.0 0.0 0.11
H 4.44067 0.57431 -9.71079 0.0 0.0 0.0 0.11
H 5.95748 -1.21448 -8.93399 0.0 0.0 0.0 0.11
H 6.83619 -1.16960 -6.61001 0.0 0.0 0.0 0.12
H 3.81899 2.42273 -8.17291 0.0 0.0 0.0 0.12
H 4.26268 4.66818 -3.82066 0.0 0.0 0.0 0.07
H 5.15448 4.73892 -1.50850 0.0 0.0 0.0 0.08
H 6.58270 2.88658 -0.69000 0.0 0.0 0.0 0.11
H 7.12275 0.98850 -2.19811 0.0 0.0 0.0 0.12
C -0.57639 -0.82340 3.34376 0.0 0.0 0.1 -0.03
C -0.98990 0.41408 2.86302 0.0 0.0 0.0 -0.04
C -0.52274 0.88091 1.64625 0.0 0.0 0.0 0.00
C 0.37056 0.11651 0.90327 0.0 0.0 0.0 -0.09
C 0.79630 -1.12146 1.39391 0.0 0.0 0.0 -0.09
C 0.31541 -1.58855 2.60929 0.0 0.0 0.0 0.02
C 1.75424 -1.97189 0.63037 0.0 0.0 0.0 -0.30
O 2.10559 -3.05313 1.04629 0.0 0.0 0.0 0.11
C 2.25960 -1.44519 -0.67120 0.0 0.0 0.0 -0.09
C 3.16720 -2.20230 -1.40184 0.0 0.0 0.0 0.02
C 3.64240 -1.73174 -2.61623 0.0 0.0 0.1 -0.03
C 3.21002 -0.50172 -3.09732 0.1 0.1 -0.1 -0.05
C 2.30716 0.25568 -2.37445 0.0 0.0 -0.1 0.00
C 1.82217 -0.21278 -1.16061 0.0 0.0 0.1 -0.08
C 0.83960 0.61332 -0.41171 -0.1 -0.1 -0.1 -0.26
O 0.41413 1.65219 -0.89438 -0.2 0.4 -0.1 0.06
H -0.95121 -1.18878 4.29239 0.0 0.0 0.0 0.10
H -1.68262 1.01141 3.44092 0.0 0.0 0.0 0.11
H -0.84521 1.83677 1.25707 0.0 0.0 0.0 0.11
H 0.64643 -2.55540 2.96365 0.0 0.0 0.0 0.13
H 3.49050 -3.15397 -1.00255 0.0 0.0 0.0 0.13
H 4.35796 -2.31412 -3.18148 0.0 0.0 0.0 0.12
H 3.58309 -0.12322 -4.04118 0.0 -0.1 0.0 0.10
H 1.96952 1.21601 -2.74021 0.0 0.0 0.0 0.11
C -3.33901 -9.51604 2.93534 0.0 0.0 0.0 -0.05
C -4.60115 -9.35599 2.37365 0.0 0.0 0.0 -0.05
C -4.84555 -8.31166 1.49857 0.0 0.0 0.0 0.00
C -3.82886 -7.41720 1.18505 0.0 0.0 0.0 -0.08
C -2.56498 -7.57131 1.75741 0.0 0.0 0.0 -0.08
C -2.32343 -8.62663 2.62911 0.0 0.0 0.0 0.00
C -1.45974 -6.61438 1.46316 0.0 0.0 0.0 -0.28
O -0.36035 -6.74928 1.95363 0.0 0.0 0.0 0.11
C -1.75999 -5.47464 0.54551 0.0 0.0 0.0 -0.07
C -0.76047 -4.54382 0.28523 0.0 0.0 0.0 0.01
C -1.01982 -3.48165 -0.56228 -0.1 0.0 0.0 -0.05
C -2.26825 -3.34594 -1.16066 0.0 0.0 0.0 -0.05
C -3.26448 -4.27193 -0.90568 0.0 0.0 0.0 0.00
C -3.01524 -5.33655 -0.04700 0.0 0.0 0.0 -0.08
C -4.11474 -6.30856 0.23061 0.0 0.0 0.0 -0.28
O -5.19800 -6.19400 -0.30015 0.0 0.0 0.0 0.11
H -3.14977 -10.33673 3.61464 0.0 0.0 0.0 0.11
H -5.39435 -10.04956 2.61970 0.0 0.0 0.0 0.11
H -5.81840 -8.17283 1.04732 0.0 0.0 0.0 0.12
H -1.33587 -8.73231 3.05681 0.0 0.0 0.0 0.12
H 0.20623 -4.66307 0.75747 0.0 0.0 0.0 0.11
H -0.25361 -2.74541 -0.77017 0.0 -0.1 0.0 0.09
H -2.46294 -2.51344 -1.82480 0.0 0.0 0.0 0.11
H -4.24334 -4.18659 -1.35741 0.0 0.0 0.0 0.12
C -5.86256 -0.55877 9.22234 0.0 0.0 0.0 -0.05
C -5.35301 -0.11765 8.00597 0.0 0.0 0.0 -0.06
C -4.17790 -0.65448 7.50947 0.0 0.0 0.0 -0.01
C -3.50137 -1.63218 8.22977 0.0 0.0 0.0 -0.08
C -4.00780 -2.06655 9.45533 0.0 0.0 0.0 -0.08
C -5.19222 -1.53028 9.94557 0.0 0.0 0.0 0.00
C -3.29452 -3.09696 10.26660 0.0 0.0 0.0 -0.28
O -3.74046 -3.48092 11.32473 0.0 0.0 0.0 0.11
C -2.01146 -3.63189 9.72526 0.0 0.0 0.0 -0.08
C -1.30416 -4.56360 10.47502 0.0 0.0 0.0 0.00
C -0.11643 -5.08321 9.98917 0.0 0.0 0.0 -0.05
C 0.36839 -4.67891 8.75020 0.0 0.0 0.0 -0.05
C -0.33092 -3.74903 8.00039 0.0 0.0 0.0 0.00
C -1.52054 -3.21802 8.48575 0.0 0.0 0.0 -0.08
C -2.24541 -2.20537 7.66818 0.0 0.0 0.0 -0.27
O -1.82630 -1.85849 6.58208 0.0 0.1 -0.1 0.08
H -6.78425 -0.14166 9.60603 0.0 0.0 0.0 0.11
H -5.87692 0.64558 7.44563 0.0 0.0 0.0 0.11
H -3.76887 -0.32922 6.56283 0.0 0.0 0.0 0.12
H -5.56990 -1.88585 10.89439 0.0 0.0 0.0 0.12
H -1.70038 -4.86823 11.43394 0.0 0.0 0.0 0.12
H 0.43445 -5.80683 10.57534 0.0 0.0 0.0 0.11
H 1.29427 -5.09077 8.37094 0.0 0.0 0.0 0.11
H 0.03130 -3.42191 7.03556 0.0 0.0 0.0 0.12
```
Forces are in eV/Å.

The value obtained for the HOMO-LUMO gap is 0.2642 hartree. The total charge is +1. As for the HOMO energy: -10.8 eV. The value obtained for the total energy is -126780.33504 eV.